DFT (ωB97M-V/def2-TZVPD) results for a 2-piece molecular cluster, C3BrF5O overall at a distorted geometry.

The spin multiplicity is 1. For the lowest unoccupied orbital energy (spin up / spin down), the calculation gives -1.72 / -1.72 eV. The value obtained for the relative energy (zero: lowest compared OMol25 entry of this formula, charge and spin) is 23.01 kJ/mol. Its gap between HOMO and LUMO (spin up / spin down) is 0.289 / 0.289 hartree.

Each line ends with the Löwdin charge.
Cartesian coordinates (Å):
C -1.2113 -0.0944 0.8900  -0.407
C 1.3929 1.4325 -0.0242  -0.616
C -0.6683 -1.2346 -0.0146  -0.736
O 0.4079 1.7416 0.4584  0.200
F 2.0286 2.1253 -0.9527  0.181
F 2.1962 0.4711 0.3382  0.202
F 0.2983 -1.9823 0.5201  0.123
F -1.5744 -2.1978 -0.4347  0.053
F -0.0637 -0.6941 -1.1096  0.098
Br -2.8060 0.4327 0.3291  0.902

Force components x, y, z for each atom (eV/Å):
C 1.079 -1.606 0.780
C 3.622 0.358 -0.987
C 0.076 -1.480 -1.288
O -3.074 0.817 1.099
F -0.125 -0.129 -0.399
F -0.061 -0.622 0.061
F -0.028 0.491 1.066
F 0.314 1.489 0.234
F -0.791 0.291 0.036
Br -1.012 0.391 -0.603


DFT (ωB97M-V/def2-TZVPD) results for an isolated molecule of C13H23N3OS.

The spin multiplicity is 1. For the lowest unoccupied orbital energy, the calculation gives 0.79 eV. The value obtained for the relative energy (zero: lowest compared OMol25 entry of this formula, charge and spin) is 11.51 kJ/mol. Its SMILES is CCCCCCCCc1nc(SCC(C)=O)n[nH]1. Its gap between HOMO and LUMO is 0.341 hartree.

Each line ends with the Löwdin charge.
Cartesian coordinates (Å):
C -4.5416 2.2007 -1.3501  -0.115
H -5.2734 3.0023 -1.4197  0.067
C -5.0425 1.1087 -0.4118  -0.273
C -4.1110 -0.1018 -0.3432  -0.234
C -2.7700 0.2034 0.3214  -0.224
C -1.9111 -1.0503 0.4731  -0.222
C -0.5641 -0.7354 1.1215  -0.213
C 0.3120 -1.9656 1.3551  -0.188
H 1.1950 -1.6597 1.9181  0.112
C 0.7876 -2.6428 0.0594  -0.119
C 1.6138 -1.7042 -0.7316  -0.343
N 2.8688 -1.3969 -0.5012  0.141
C 3.1456 -0.4462 -1.4211  -0.714
N 2.1399 -0.1590 -2.2180  0.055
N 1.1629 -0.9705 -1.7719  0.059
H 0.2526 -0.9499 -2.2032  0.156
S 4.7008 0.3220 -1.5162  0.959
C 5.1572 0.1545 0.2518  -0.384
C 4.2711 1.0967 1.0393  -0.538
O 3.3471 0.7010 1.7009  0.079
C 4.6316 2.5502 0.8952  -0.031
H 3.8406 3.1769 1.2978  0.086
H 4.8087 2.7930 -0.1496  0.063
H 5.5504 2.7385 1.4487  0.088
H 4.9889 -0.8822 0.5383  0.075
H 6.2079 0.4292 0.3133  0.082
H -0.0623 -2.9797 -0.5356  0.109
H 1.4000 -3.5070 0.3199  0.121
H -0.2386 -2.6988 1.9477  0.112
H -0.7462 -0.2617 2.0884  0.117
H -0.0197 -0.0122 0.5103  0.109
H -2.4428 -1.7822 1.0863  0.119
H -1.7637 -1.4955 -0.5138  0.100
H -2.9482 0.6383 1.3075  0.120
H -2.2216 0.9383 -0.2705  0.109
H -3.9385 -0.4789 -1.3546  0.111
H -4.6086 -0.8940 0.2223  0.110
H -6.0239 0.7727 -0.7553  0.102
H -5.1681 1.5222 0.5914  0.105
H -3.6081 2.6265 -0.9921  0.063
H -4.3783 1.7995 -2.3483  0.072

Force components x, y, z for each atom (eV/Å):
C -0.127 -0.091 0.200
H -0.004 0.119 -0.062
C 0.078 -0.137 -0.204
C -0.030 0.306 0.241
C -0.149 -0.421 -0.219
C 0.192 0.459 0.159
C -0.083 -0.340 0.034
C -0.032 0.143 -0.080
H 0.024 -0.088 0.051
C -0.108 0.011 0.298
C -0.125 0.048 -0.381
N -0.008 -0.368 0.276
C -0.680 -0.239 -0.007
N 0.212 0.636 -0.389
N 0.287 -0.298 0.272
H 0.107 -0.040 0.069
S 0.524 0.122 -0.031
C -0.362 -0.288 -0.364
C 0.331 0.117 -0.134
O -0.128 -0.017 0.177
C -0.240 0.157 0.144
H -0.015 0.014 0.010
H 0.034 0.056 -0.037
H 0.120 0.025 0.052
H 0.099 0.120 0.091
H 0.036 0.023 -0.003
H 0.013 -0.090 0.000
H -0.050 -0.016 -0.123
H 0.020 -0.025 0.073
H 0.019 0.091 -0.005
H 0.017 0.109 0.033
H -0.036 -0.106 -0.039
H -0.044 -0.110 -0.069
H 0.027 0.090 0.051
H 0.052 0.101 0.039
H -0.012 -0.091 -0.052
H 0.017 -0.087 -0.040
H -0.046 0.037 0.082
H -0.085 -0.023 0.053
H 0.113 0.092 -0.029
H 0.043 -0.003 -0.138


DFT (ωB97M-V/def2-TZVPD) results for an isolated molecule of C4H7NO2.

The spin multiplicity is 1. For the lowest unoccupied orbital energy, the calculation gives 0.64 eV. The value obtained for the relative energy (zero: lowest compared OMol25 entry of this formula, charge and spin) is 61.89 kJ/mol. Its SMILES is CC(=O)CNC=O. Its gap between HOMO and LUMO is 0.388 hartree.

Each line ends with the Löwdin charge.
Cartesian coordinates (Å):
C 1.8592 0.5457 1.2710  -0.016
C 0.5762 0.7480 0.5005  -0.425
C -0.2103 -0.5106 0.1342  -0.143
N -1.4371 -0.1849 -0.5367  0.024
C -1.7920 -0.6609 -1.7637  -0.361
O -2.7319 -0.2591 -2.4130  0.024
O 0.1583 1.8442 0.2037  0.093
H 1.7187 -0.1676 2.0901  0.085
H 2.1948 1.5060 1.6666  0.087
H 2.6360 0.1417 0.6112  0.092
H -1.1310 -1.4835 -2.1051  0.133
H -0.3828 -1.0852 1.0571  0.129
H 0.4101 -1.1489 -0.5096  0.132
H -1.8891 0.6777 -0.2592  0.144

Force components x, y, z for each atom (eV/Å):
C 0.030 0.055 0.028
C -0.070 0.234 -0.022
C 0.048 -0.061 -0.029
N -0.127 0.065 -0.158
C -0.077 0.070 0.009
O 0.295 -0.153 0.191
O 0.161 -0.417 0.153
H 0.008 0.086 -0.134
H -0.032 -0.144 -0.062
H -0.139 0.031 0.053
H -0.091 0.078 0.003
H 0.031 0.115 -0.108
H -0.058 0.113 0.103
H 0.022 -0.072 -0.027


DFT (ωB97M-V/def2-TZVPD) results for an isolated molecule of C18H31NO.

The spin multiplicity is 1. For the lowest unoccupied orbital energy, the calculation gives 0.90 eV. The value obtained for the relative energy (zero: lowest compared OMol25 entry of this formula, charge and spin) is 0.00 kJ/mol. Its SMILES is CC[C@@H](C)NCCCCOc1cc(C)cc(C(C)C)c1. Its gap between HOMO and LUMO is 0.337 hartree.

Each line ends with the Löwdin charge.
Cartesian coordinates (Å):
C -4.1832 -2.8547 0.2448  -0.112
H -4.5932 -3.7406 0.7239  0.065
C -5.2707 -1.8116 0.0244  -0.234
H -6.0272 -2.2032 -0.6585  0.107
H -5.7605 -1.5899 0.9754  0.110
C -4.7018 -0.5095 -0.5526  -0.435
N -3.7435 0.0310 0.3943  -0.054
H -4.2272 0.3414 1.2318  0.122
C -2.8741 1.0794 -0.0949  -0.245
C -1.8132 1.4032 0.9545  -0.192
H -2.3022 1.7665 1.8617  0.117
C -0.8206 2.4504 0.4587  -0.180
C 0.2765 2.7130 1.4942  -0.204
O 1.0547 1.5703 1.7693  -0.048
C 1.9701 1.1369 0.8540  -0.250
C 2.5681 -0.0887 1.1505  0.045
C 3.5295 -0.6347 0.3218  -0.207
C 3.8974 0.0601 -0.8265  -0.012
C 3.3185 1.2774 -1.1365  -0.265
C 2.3514 1.8159 -0.2937  0.007
H 1.9170 2.7691 -0.5540  0.112
C 3.7163 2.0323 -2.3708  -0.049
H 4.1255 3.0064 -2.1047  0.082
H 2.8510 2.1990 -3.0114  0.081
H 4.4660 1.4859 -2.9371  0.073
H 4.6448 -0.3504 -1.4888  0.111
C 4.1610 -1.9623 0.6644  -0.388
C 5.6693 -1.8102 0.8708  -0.066
H 6.1050 -2.7582 1.1793  0.076
H 6.1554 -1.4923 -0.0480  0.073
H 5.8719 -1.0684 1.6401  0.082
C 3.8630 -3.0019 -0.4179  -0.066
H 2.7891 -3.1036 -0.5579  0.082
H 4.2691 -3.9700 -0.1325  0.076
H 4.3063 -2.7102 -1.3667  0.073
H 3.7223 -2.3140 1.6045  0.130
H 2.2576 -0.5971 2.0505  0.123
H -0.1785 2.9692 2.4557  0.129
H 0.9113 3.5520 1.1810  0.119
H -1.3365 3.3910 0.2532  0.120
H -0.3657 2.1006 -0.4700  0.108
H -1.2780 0.4877 1.2085  0.118
H -2.3881 0.7066 -1.0022  0.126
H -3.4106 2.0086 -0.3608  0.114
C -5.8398 0.4591 -0.9062  -0.061
H -6.4093 0.7115 -0.0129  0.078
H -6.5135 0.0050 -1.6283  0.073
H -5.4458 1.3764 -1.3379  0.063
H -4.1429 -0.7465 -1.4664  0.141
H -3.7407 -3.1482 -0.7042  0.070
H -3.4015 -2.4395 0.8742  0.061

Force components x, y, z for each atom (eV/Å):
C -0.219 0.069 0.079
H 0.029 -0.138 0.024
C 0.398 0.022 -0.248
H -0.107 0.034 0.040
H -0.127 0.066 0.030
C -0.491 -0.055 0.097
N 0.018 0.025 0.138
H 0.010 -0.027 -0.017
C 0.106 0.122 0.228
C 0.013 0.084 -0.443
H -0.025 -0.014 0.104
C 0.125 -0.206 0.434
C -0.286 0.420 -0.316
O 0.242 -0.321 -0.010
C 0.097 -0.085 -0.015
C -0.063 0.067 0.002
C -0.195 0.021 0.246
C -0.007 0.109 -0.085
C 0.094 -0.159 0.008
C -0.218 0.152 0.192
H -0.092 0.093 0.007
C -0.020 0.006 0.029
H 0.040 0.069 -0.048
H -0.014 0.034 -0.083
H 0.047 -0.001 -0.066
H 0.109 -0.052 -0.107
C 0.128 -0.064 -0.118
C -0.218 -0.048 0.125
H 0.091 -0.088 0.016
H 0.083 0.039 -0.109
H 0.089 0.064 0.056
C -0.051 0.064 0.244
H -0.089 -0.052 -0.070
H 0.046 -0.119 -0.017
H 0.050 0.019 -0.133
H -0.002 0.066 -0.059
H -0.032 -0.091 0.124
H 0.062 0.043 -0.115
H -0.017 -0.085 0.092
H 0.033 0.064 -0.057
H -0.002 0.082 -0.073
H -0.046 -0.030 0.051
H 0.005 0.071 -0.006
H 0.082 -0.094 -0.064
C 0.397 -0.162 -0.048
H -0.078 0.027 0.102
H -0.127 -0.013 -0.094
H -0.031 0.123 -0.037
H -0.021 -0.026 0.035
H 0.089 -0.078 -0.105
H 0.095 -0.047 0.043


DFT (ωB97M-V/def2-TZVPD) results for an isolated molecule of C18H27NO3.

The spin multiplicity is 1. For the lowest unoccupied orbital energy, the calculation gives 0.81 eV. The value obtained for the relative energy (zero: lowest compared OMol25 entry of this formula, charge and spin) is 78.82 kJ/mol. Its SMILES is COc1cc(CNC(=O)CCCC/C=C/C(C)C)ccc1O. Its gap between HOMO and LUMO is 0.332 hartree.

Each line ends with the Löwdin charge.
Cartesian coordinates (Å):
C 2.8198 0.3665 -1.0655  -0.069
H 3.0032 0.4377 -2.1412  0.100
O 2.1667 1.5153 -0.5798  -0.115
C 0.9066 1.7899 -1.0599  -0.209
C 0.2446 1.0640 -2.0312  0.029
C -1.0326 1.4376 -2.4430  -0.222
C -1.6411 2.5405 -1.8682  -0.049
C -0.9845 3.2757 -0.8946  -0.003
C 0.2847 2.9111 -0.4810  -0.250
O 0.9188 3.6326 0.4792  0.074
H 1.7800 3.2237 0.6417  0.099
H -1.4448 4.1377 -0.4396  0.119
H -2.6321 2.8359 -2.1800  0.110
C -1.7587 0.5675 -3.4380  -0.123
N -2.4262 -0.5299 -2.7556  0.080
C -1.7560 -1.6492 -2.3978  -0.518
O -0.6427 -1.9095 -2.8075  0.056
C -2.5278 -2.5806 -1.4776  -0.110
C -3.0128 -1.9103 -0.1851  -0.199
C -1.9678 -1.0127 0.4817  -0.197
H -2.3810 -0.6436 1.4242  0.119
C -0.6447 -1.7265 0.7670  -0.188
C 0.2882 -0.8249 1.5131  -0.105
C 0.9296 -1.1595 2.6193  -0.087
C 1.8950 -0.3133 3.4012  -0.426
C 3.2690 -0.9929 3.3976  -0.079
H 3.9756 -0.4281 4.0020  0.074
H 3.6526 -1.0533 2.3811  0.076
H 3.2014 -2.0016 3.7990  0.073
C 2.0141 1.1187 2.8894  -0.081
H 1.0446 1.6115 2.8923  0.084
H 2.6888 1.6856 3.5279  0.081
H 2.4122 1.1264 1.8781  0.060
H 1.5376 -0.2816 4.4394  0.135
H 0.7897 -2.1542 3.0280  0.111
H 0.4005 0.1583 1.0805  0.094
H -0.1819 -2.0066 -0.1833  0.105
H -0.8248 -2.6385 1.3401  0.119
H -1.7659 -0.1428 -0.1484  0.097
H -3.9062 -1.3117 -0.3855  0.102
H -3.3073 -2.6969 0.5137  0.112
H -1.8667 -3.4152 -1.2421  0.118
H -3.3859 -2.9782 -2.0252  0.120
H -3.2838 -0.3090 -2.2757  0.136
H -1.0491 0.1195 -4.1370  0.126
H -2.5080 1.1386 -3.9898  0.123
H 0.6927 0.1896 -2.4739  0.108
H 3.7723 0.3248 -0.5388  0.096
H 2.2440 -0.5383 -0.8510  0.094

Force components x, y, z for each atom (eV/Å):
C 0.188 -0.263 -0.074
H -0.023 -0.005 0.029
O -0.558 0.494 0.013
C 0.095 0.119 0.136
C 0.190 0.034 0.082
C -0.102 0.097 -0.135
C 0.096 -0.145 -0.129
C 0.278 0.008 0.216
C 0.030 -0.220 -0.123
O 0.063 0.010 0.020
H -0.035 -0.007 -0.011
H -0.046 0.126 0.071
H -0.121 0.042 -0.055
C 0.173 -0.024 0.082
N -0.320 0.224 -0.214
C -0.547 -0.380 0.166
O 0.472 0.000 -0.104
C 0.082 -0.043 0.121
C 0.124 0.169 -0.036
C -0.053 -0.280 0.057
H 0.019 0.080 -0.026
C -0.088 0.194 -0.026
C -0.111 -0.251 -0.088
C 0.146 0.153 0.257
C 0.124 0.094 -0.106
C -0.210 0.090 0.154
H 0.113 0.025 0.064
H 0.056 -0.018 -0.120
H 0.060 -0.125 0.020
C -0.090 -0.243 0.242
H -0.079 0.127 -0.074
H 0.063 0.076 0.041
H 0.023 0.043 -0.160
H 0.036 -0.006 -0.058
H -0.089 -0.192 -0.015
H 0.120 0.287 -0.020
H -0.003 -0.105 -0.027
H 0.032 -0.086 -0.007
H -0.005 0.089 0.032
H -0.074 -0.051 0.043
H -0.100 0.022 -0.019
H 0.002 0.063 -0.109
H 0.040 -0.053 -0.019
H 0.049 -0.098 0.041
H -0.146 0.114 -0.018
H 0.087 -0.041 -0.002
H 0.091 -0.114 -0.042
H -0.049 -0.052 -0.059
H 0.001 0.017 -0.012


DFT (ωB97M-V/def2-TZVPD) results for an isolated molecule of C7H8OP2 at a distorted geometry.

The spin multiplicity is 1. For the lowest unoccupied orbital energy (spin up / spin down), the calculation gives -0.56 / -0.56 eV. The value obtained for the relative energy (zero: lowest compared OMol25 entry of this formula, charge and spin) is 134.15 kJ/mol. Its gap between HOMO and LUMO (spin up / spin down) is 0.286 / 0.286 hartree.

Each line ends with the Löwdin charge.
Cartesian coordinates (Å):
C -2.1604 -1.4662 -0.6008  -0.032
C -1.1260 -2.0428 -1.4374  -0.070
C -1.7859 -0.4136 0.2474  -0.034
C 0.1553 -1.5752 -1.3594  -0.129
C -0.5013 0.0253 0.3672  -0.278
C 0.5443 -0.5579 -0.4602  -0.459
C 1.0020 1.5113 1.5145  -0.545
O -0.2362 0.9138 1.3997  -0.166
P 2.2908 -0.0416 -0.2280  0.918
P 0.9413 3.2182 0.9721  0.813
H -3.1551 -1.6496 -0.7614  0.068
H -1.4779 -2.6118 -2.2001  0.063
H -2.5822 0.0190 0.8473  0.119
H 0.8249 -1.8914 -2.0686  0.069
H 1.4283 1.3836 2.5064  0.055
H 2.3338 -1.1709 0.5301  -0.144
H 1.2507 2.9839 -0.3839  -0.104
H 2.2536 3.3656 1.1148  -0.143

Force components x, y, z for each atom (eV/Å):
C 4.816 1.076 -0.755
C -2.184 2.691 3.067
C -2.005 -1.046 -0.068
C -0.830 1.669 1.661
C 2.418 -0.783 -0.547
C -1.662 0.909 0.649
C 0.915 -2.069 -1.667
O -0.212 -0.799 -0.396
P -1.994 2.145 1.096
P -1.240 0.403 -0.876
H -2.237 -0.809 -0.188
H -0.456 -2.109 -2.089
H 0.302 0.210 0.073
H 1.768 -0.897 -1.435
H 0.007 -0.246 -0.026
H 0.893 -0.975 1.104
H -0.543 0.006 -0.331
H 2.242 0.623 0.730


Among the records above, which one has the lowest relative energy (zero: lowest compared OMol25 entry of this formula, charge and spin)? C18H31NO


What is the relative energy (zero: lowest compared OMol25 entry of this formula, charge and spin) in the first record? 23.01 kJ/mol